Record 1
A molecular structure, C22H62GaO9S at a distorted geometry. Source: the Open Molecules 2025 dataset; level of theory: wB97M-V/def2-TZVPD.

Output
HOMO-LUMO gap ... 7.211 eV
Calculated total energy ... -3875.4997 hartree
Charge ... -1

Last column: Löwdin charge in e.
Atoms and positions in Å:
O -4.64 1.90 -1.05  -0.430
S -4.89 0.56 -1.53  0.484
O -5.87 -0.17 -0.78  -0.393
C -3.38 -0.23 -1.68  -0.467
Ga -2.19 0.92 -2.96  0.242
H -5.28 0.71 -2.82  0.052
H -3.53 -1.23 -2.05  0.017
H -2.98 -0.26 -0.67  0.031
H -3.23 1.50 -4.07  -0.120
H -1.63 2.14 -2.10  -0.115
H -1.08 0.02 -3.69  -0.127
C -2.00 -4.54 -1.92  -0.059
C -1.17 -3.45 -2.58  -0.496
C 0.11 -4.01 -3.19  -0.059
O -0.85 -2.44 -1.63  -0.074
H -1.44 -5.02 -1.12  0.070
H -2.91 -4.12 -1.49  0.076
H -2.28 -5.31 -2.65  0.074
H -1.75 -2.95 -3.35  0.134
H 0.73 -4.48 -2.42  0.071
H 0.69 -3.21 -3.65  0.080
H -0.12 -4.77 -3.95  0.074
H -0.32 -2.85 -0.93  0.086
C 2.51 -0.31 0.51  -0.065
C 1.58 0.87 0.28  -0.501
C 0.62 1.07 1.45  -0.056
O 0.84 0.70 -0.92  -0.070
H 1.92 -1.23 0.61  0.071
H 3.18 -0.44 -0.33  0.078
H 3.10 -0.18 1.42  0.067
H 2.17 1.78 0.14  0.118
H -0.01 0.19 1.58  0.078
H -0.03 1.93 1.27  0.064
H 1.17 1.24 2.39  0.073
H 0.29 -0.09 -0.84  0.064
C 5.97 3.95 2.22  -0.058
C 5.21 3.78 0.92  -0.494
C 4.36 5.00 0.60  -0.060
O 4.39 2.61 0.98  -0.061
H 5.28 4.08 3.06  0.081
H 6.57 3.06 2.42  0.058
H 6.63 4.81 2.18  0.080
H 5.91 3.60 0.10  0.138
H 3.62 5.16 1.39  0.082
H 3.82 4.86 -0.33  0.083
H 4.97 5.90 0.52  0.076
H 3.75 2.74 1.69  0.085
C -7.85 5.10 -1.32  -0.065
C -8.20 3.74 -1.91  -0.507
C -8.95 2.88 -0.90  -0.063
O -7.02 3.08 -2.34  -0.064
H -7.20 4.98 -0.45  0.077
H -7.31 5.71 -2.05  0.076
H -8.75 5.65 -1.01  0.072
H -8.81 3.88 -2.80  0.132
H -8.33 2.70 -0.02  0.083
H -9.19 1.91 -1.34  0.078
H -9.88 3.36 -0.58  0.071
H -6.45 2.93 -1.57  0.051
C -3.14 2.08 2.39  -0.050
C -2.59 3.50 2.42  -0.503
C -3.71 4.52 2.54  -0.065
O -1.80 3.74 1.26  -0.064
H -3.79 1.96 1.51  0.071
H -2.33 1.36 2.29  0.065
H -3.72 1.84 3.28  0.077
H -1.90 3.61 3.27  0.131
H -4.37 4.45 1.68  0.078
H -3.30 5.53 2.56  0.073
H -4.30 4.36 3.44  0.074
H -2.36 3.62 0.48  0.091
C -0.76 -9.18 -1.67  -0.063
C 0.09 -8.08 -2.29  -0.503
C 1.35 -8.65 -2.93  -0.063
O 0.43 -7.10 -1.32  -0.063
H -0.20 -9.69 -0.87  0.079
H -1.65 -8.76 -1.22  0.079
H -1.05 -9.93 -2.40  0.078
H -0.50 -7.56 -3.05  0.132
H 1.97 -9.14 -2.18  0.079
H 1.94 -7.85 -3.38  0.079
H 1.11 -9.38 -3.71  0.078
H 0.95 -7.53 -0.63  0.089
C 9.58 0.43 4.56  -0.067
C 8.38 0.70 3.66  -0.506
C 7.70 -0.59 3.22  -0.059
O 8.78 1.46 2.52  -0.061
H 10.33 -0.16 4.03  0.079
H 10.04 1.37 4.86  0.077
H 9.28 -0.12 5.46  0.078
H 7.66 1.32 4.19  0.133
H 8.40 -1.21 2.65  0.080
H 6.85 -0.38 2.58  0.080
H 7.36 -1.17 4.08  0.079
H 9.42 0.94 2.02  0.087


Record 2
7 unconnected molecules or ions with the total composition C22H62N4O10 at a distorted geometry. Source: the Open Molecules 2025 dataset; level of theory: wB97M-V/def2-TZVPD.

Output
HOMO-LUMO gap ... 9.223 eV
Calculated total energy ... -1846.4523 hartree
SMILES string ... COC[C@H](C)N.COC[C@H](C)N.COC[C@H](C)N.COC[C@H](C)N.OCCO.OCCO.OCCO
Charge ... 0

Last column: Löwdin charge in e.
Atoms and positions in Å:
C 2.20 -1.42 -2.06  -0.125
O 1.21 -2.41 -2.07  -0.149
C 0.00 -2.10 -1.43  -0.191
C 0.08 -1.96 0.09  -0.351
C 0.20 -3.32 0.79  -0.030
N -1.28 -1.63 0.54  0.066
H 2.98 -1.62 -2.76  0.083
H 2.68 -1.27 -1.04  0.102
H 1.72 -0.52 -2.37  0.053
H -0.43 -1.20 -1.93  0.119
H -0.75 -2.76 -1.74  0.073
H 0.82 -1.27 0.23  0.078
H 1.15 -3.77 0.52  0.081
H -0.65 -3.93 0.74  0.060
H 0.20 -3.08 1.83  0.055
H -1.25 -0.62 0.54  0.043
H -2.06 -1.91 -0.06  0.057
C 4.03 4.90 1.53  -0.100
O 3.27 3.98 0.75  -0.199
C 4.24 3.21 -0.01  -0.205
C 3.48 2.09 -0.70  -0.395
C 4.46 1.17 -1.47  -0.052
N 2.51 2.74 -1.64  0.085
H 3.45 5.38 2.31  0.093
H 4.61 5.58 0.98  0.072
H 4.68 4.23 2.10  0.080
H 4.73 3.82 -0.74  0.113
H 5.13 2.96 0.66  0.144
H 2.95 1.47 0.06  0.119
H 5.18 0.60 -0.83  0.089
H 5.19 1.84 -2.06  0.101
H 3.87 0.65 -2.26  0.070
H 3.12 3.43 -1.77  0.014
H 1.92 3.30 -1.02  0.082
C 0.19 3.21 6.40  -0.084
O 1.09 2.34 5.67  -0.169
C 0.53 1.74 4.56  -0.223
C 1.61 1.02 3.81  -0.442
C 2.47 1.97 2.93  -0.034
N 1.19 0.11 2.81  0.038
H -0.11 4.01 5.74  0.073
H 0.76 3.57 7.33  0.113
H -0.79 2.78 6.68  0.090
H -0.16 0.91 4.87  0.146
H 0.08 2.37 3.89  0.105
H 2.22 0.46 4.49  0.139
H 1.86 2.32 2.27  -0.007
H 3.37 1.51 2.44  0.108
H 2.76 2.84 3.50  0.078
H 0.62 -0.50 3.45  0.095
H 2.06 -0.45 2.60  0.129
C -4.06 -0.81 -0.51  -0.090
O -3.39 -1.77 -1.32  -0.217
C -4.31 -2.40 -2.17  -0.206
C -3.61 -3.40 -3.13  -0.477
C -3.06 -4.57 -2.32  -0.073
N -2.54 -2.87 -3.82  0.045
H -4.55 -0.10 -1.14  0.078
H -3.39 -0.24 0.12  0.065
H -4.91 -1.18 0.17  0.125
H -5.19 -2.86 -1.64  0.144
H -4.69 -1.67 -2.86  0.110
H -4.31 -3.86 -3.89  0.152
H -2.65 -5.45 -2.82  0.075
H -3.84 -5.11 -1.74  0.078
H -2.38 -4.21 -1.51  0.075
H -1.88 -2.58 -3.05  0.056
H -2.85 -1.96 -4.25  0.095
O -1.22 -0.07 -4.44  -0.120
C -0.48 -0.05 -5.62  -0.217
C 0.80 -0.82 -5.33  -0.389
O 1.47 -1.01 -6.37  0.041
H -0.83 0.51 -3.73  0.067
H -1.09 -0.52 -6.42  0.135
H -0.27 1.03 -5.73  0.124
H 0.56 -1.76 -4.94  0.122
H 1.29 -0.26 -4.57  0.108
H 1.96 -0.31 -6.71  0.092
O 0.09 1.64 -2.42  -0.118
C -0.79 1.65 -1.29  -0.171
C 0.08 1.57 -0.05  -0.371
O -0.73 1.42 0.92  -0.034
H 0.95 2.00 -2.15  0.019
H -1.50 2.43 -1.40  0.119
H -1.34 0.73 -1.47  0.098
H 0.66 2.46 0.09  0.104
H 0.76 0.71 -0.15  0.113
H -0.16 1.28 1.71  0.080
O -4.94 -1.56 4.14  -0.055
C -3.80 -0.90 3.73  -0.264
C -2.61 -1.78 3.71  -0.458
O -1.59 -1.21 3.45  0.003
H -4.70 -2.38 4.65  0.113
H -3.95 -0.52 2.77  0.099
H -3.58 -0.13 4.44  0.116
H -2.83 -2.39 2.83  0.129
H -2.43 -2.37 4.60  0.142
H -1.54 -1.12 2.51  0.049


Record 3
A molecular structure, C22H62N6O18PZn2 at a distorted geometry. Source: the Open Molecules 2025 dataset; level of theory: wB97M-V/def2-TZVPD.

Output
HOMO-LUMO gap ... 5.102 eV
Calculated total energy ... -6457.7342 hartree
Charge ... +1

Last column: Löwdin charge in e.
Atoms and positions in Å:
Zn 0.82 2.01 -1.67  1.193
Zn -2.40 -0.93 0.78  1.101
P 0.48 -0.49 0.61  0.010
O -0.53 0.43 -0.06  -0.469
O -0.13 -1.89 0.23  -0.441
O -0.25 -0.29 1.93  -0.413
O 1.68 0.31 0.00  -0.451
C -0.50 0.11 -5.46  -0.842
O -0.16 0.43 -4.34  0.001
N -0.67 0.82 -6.47  0.190
N -0.80 -1.12 -5.70  0.171
H -0.80 0.27 -7.31  0.128
H -0.45 1.81 -6.44  0.134
H -0.76 -1.76 -4.93  0.129
H -1.23 -1.46 -6.55  0.119
C -2.74 4.76 -2.34  -0.791
O -1.73 4.15 -2.36  0.038
N -3.73 4.57 -3.17  0.162
N -3.02 5.73 -1.46  0.164
H -3.42 4.12 -4.02  0.118
H -4.43 5.28 -3.33  0.112
H -2.48 5.93 -0.63  0.115
H -3.88 6.26 -1.56  0.105
C 1.95 4.17 0.83  -0.058
O 1.99 3.96 -0.59  -0.239
C 2.91 4.88 -1.11  -0.248
C 2.89 4.81 -2.65  -0.177
N 2.96 3.41 -3.20  -0.041
C 4.22 2.67 -2.99  -0.164
C 5.27 3.02 -4.02  -0.197
O 5.27 2.30 -5.26  -0.168
C 4.27 2.67 -6.16  -0.133
H 0.98 4.62 1.02  0.095
H 2.62 4.81 1.40  0.104
H 2.06 3.16 1.24  0.096
H 3.96 4.74 -0.87  0.131
H 2.64 5.92 -0.94  0.135
H 3.58 5.62 -2.91  0.123
H 1.90 5.16 -2.95  0.116
H 2.79 3.58 -4.18  0.082
H 3.97 1.65 -3.28  0.127
H 4.56 2.76 -1.96  0.128
H 6.31 2.79 -3.78  0.135
H 5.27 4.09 -4.21  0.118
H 4.25 2.24 -7.16  0.090
H 4.33 3.74 -6.36  0.096
H 3.31 2.26 -5.84  0.077
C -5.59 -3.35 5.84  -0.051
O -5.03 -3.09 4.48  -0.215
C -3.60 -3.17 4.43  -0.178
C -3.26 -3.73 2.95  -0.145
N -4.03 -2.90 1.96  -0.043
C -4.28 -3.81 0.84  -0.204
C -4.81 -3.16 -0.42  -0.195
O -4.17 -1.94 -0.43  -0.257
C -4.51 -1.13 -1.51  -0.097
H -5.10 -2.97 6.74  0.086
H -5.47 -4.42 5.96  0.079
H -6.67 -3.24 5.93  0.083
H -3.02 -3.63 5.22  0.125
H -3.18 -2.16 4.40  0.106
H -3.54 -4.79 2.98  0.116
H -2.21 -3.62 2.69  0.117
H -4.93 -2.74 2.39  0.103
H -4.95 -4.62 1.11  0.137
H -3.31 -4.19 0.50  0.126
H -5.89 -3.06 -0.34  0.140
H -4.43 -3.69 -1.30  0.144
H -4.31 -1.47 -2.53  0.101
H -3.99 -0.18 -1.36  0.087
H -5.54 -0.84 -1.73  0.099
C 0.77 -6.20 -0.96  -0.187
C -0.35 -6.00 -2.12  -0.216
O -0.35 -4.65 -2.48  -0.107
O 0.24 -5.80 0.29  -0.089
H 1.62 -5.53 -1.16  0.123
H 0.87 -7.27 -0.78  0.115
H -1.40 -6.16 -1.89  0.102
H -0.16 -6.58 -3.03  0.107
H -0.21 -4.07 -1.73  0.055
H 0.08 -4.85 0.27  0.054
C 6.51 -0.69 0.38  -0.196
C 5.93 -0.16 1.73  -0.262
O 5.12 0.94 1.52  -0.050
O 5.42 -1.21 -0.47  -0.081
H 7.31 -1.41 0.52  0.113
H 6.94 0.16 -0.15  0.101
H 6.66 -0.06 2.53  0.122
H 5.42 -1.08 2.00  0.114
H 4.24 0.63 1.29  0.063
H 4.70 -0.65 -0.18  0.037
C -3.76 2.48 2.51  -0.192
C -3.21 2.47 4.02  -0.193
O -1.81 2.17 4.16  -0.069
O -4.11 1.21 2.00  -0.116
H -3.09 2.90 1.77  0.118
H -4.74 2.96 2.51  0.115
H -3.76 1.79 4.67  0.111
H -3.33 3.44 4.50  0.113
H -1.62 1.38 3.66  0.057
H -5.01 1.15 1.67  0.086
C 2.63 -2.44 5.04  -0.300
C 3.49 -1.63 6.06  -0.197
O 3.43 -0.21 5.82  -0.096
O 1.35 -2.05 5.14  -0.041
H 2.78 -3.48 5.33  0.109
H 2.95 -2.54 4.00  0.122
H 4.51 -2.00 5.97  0.113
H 3.08 -1.58 7.07  0.118
H 2.56 0.04 5.51  0.067
H 1.03 -1.61 4.35  0.085